{
  "formula": "C34H82CuN5O10",
  "method": "ωB97M-V/def2-TZVPD",
  "elements": ["Cu", "C", "O", "H", "H", "H", "C", "C", "C", "C", "C", "C", "N", "O", "C", "C", "C", "H", "H", "H", "H", "H", "H", "H", "H", "H", "H", "H", "H", "H", "H", "H", "H", "H", "H", "H", "C", "O", "C", "C", "N", "C", "C", "O", "C", "H", "H", "H", "H", "H", "H", "H", "H", "H", "H", "H", "H", "H", "H", "H", "C", "O", "C", "C", "N", "C", "C", "O", "C", "H", "H", "H", "H", "H", "H", "H", "H", "H", "H", "H", "H", "H", "H", "H", "C", "O", "C", "C", "N", "C", "C", "O", "C", "H", "H", "H", "H", "H", "H", "H", "H", "H", "H", "H", "H", "H", "H", "H", "C", "O", "C", "C", "N", "C", "C", "O", "C", "H", "H", "H", "H", "H", "H", "H", "H", "H", "H", "H", "H", "H", "H", "H"],
  "xyz": [[-10.0233, 23.7136, -22.2778], [-9.7159, 25.8003, -19.5280], [-9.6504, 24.5230, -20.0629], [-8.8267, 26.3999, -19.7222], [-10.6062, 26.2988, -19.9113], [-9.8994, 25.7797, -18.4537], [-12.2248, 23.8602, -25.6899], [-12.4896, 22.4614, -26.2879], [-11.1792, 21.6177, -26.1695], [-11.4476, 20.1157, -26.4251], [-12.5395, 19.6392, -25.4883], [-13.8362, 20.4271, -25.5264], [-13.5804, 21.8586, -25.4967], [-14.7715, 22.5660, -25.6448], [-14.7948, 19.9367, -26.6129], [-14.6261, 20.1228, -24.2808], [-12.9113, 22.6631, -27.7027], [-13.1469, 24.4086, -25.4973], [-11.5234, 24.5272, -26.1911], [-11.8162, 23.8165, -24.6803], [-10.3752, 21.9019, -26.8485], [-10.7928, 21.6798, -25.1522], [-10.4908, 19.6306, -26.2318], [-11.7907, 20.0248, -27.4557], [-12.2175, 19.3523, -24.4872], [-12.5870, 18.6407, -25.9230], [-15.7941, 20.3669, -26.5469], [-14.3434, 20.0790, -27.5948], [-15.0814, 18.9001, -26.4359], [-14.2437, 20.7025, -23.4406], [-15.6692, 20.4277, -24.3653], [-14.7645, 19.1338, -23.8440], [-13.7839, 23.3082, -27.8051], [-13.3797, 21.8031, -28.1814], [-12.0356, 22.9773, -28.2706], [-14.8343, 23.0589, -24.8234], [-8.7322, 20.5833, -23.3291], [-9.6264, 21.4489, -22.6973], [-10.6638, 20.7200, -22.1537], [-11.7455, 21.7171, -21.4544], [-12.1604, 22.7359, -22.4244], [-12.8705, 23.7818, -21.7908], [-14.3675, 23.4861, -21.5336], [-15.0521, 22.9806, -22.7087], [-16.3887, 22.7108, -22.3472], [-9.2061, 19.9031, -24.0368], [-8.1562, 20.0750, -22.5558], [-8.0960, 21.2826, -23.8715], [-10.2476, 20.0726, -21.3818], [-11.1204, 20.0346, -22.8678], [-11.3554, 22.1308, -20.5245], [-12.5630, 21.0151, -21.2904], [-12.8899, 22.2304, -22.9064], [-12.9251, 24.7006, -22.3747], [-12.4116, 24.0046, -20.8275], [-14.8223, 24.4020, -21.1563], [-14.5058, 22.6406, -20.8598], [-16.8972, 23.6387, -22.0853], [-16.3216, 22.0053, -21.5191], [-16.9280, 22.2172, -23.1557], [-4.9180, 23.0144, -23.3206], [-5.2896, 24.2698, -23.9152], [-5.7847, 25.2823, -23.1140], [-7.2290, 24.9565, -22.4894], [-8.1668, 24.4616, -23.5194], [-8.6372, 25.5906, -24.3857], [-9.5566, 26.7327, -23.7279], [-10.8095, 26.2277, -23.6765], [-11.8100, 27.2003, -23.2879], [-5.8200, 22.4810, -23.0208], [-4.3775, 23.3055, -22.4200], [-4.2206, 22.3618, -23.8459], [-5.8555, 26.1882, -23.7160], [-5.0160, 25.4755, -22.3657], [-7.3946, 25.7672, -21.7798], [-7.1505, 24.0660, -21.8657], [-7.5773, 23.8836, -24.1012], [-9.0537, 25.1068, -25.2692], [-7.7022, 26.0226, -24.7426], [-9.5974, 27.6260, -24.3513], [-9.1957, 27.1178, -22.7742], [-11.8020, 27.3091, -22.2034], [-12.8474, 26.8835, -23.3953], [-11.7441, 28.1807, -23.7595], [-6.8552, 25.7823, -16.0487], [-6.8149, 24.3673, -15.8749], [-7.4647, 23.6295, -16.9082], [-6.5219, 23.5385, -18.1479], [-7.2887, 23.1295, -19.3466], [-7.9485, 21.8128, -19.2728], [-7.0266, 20.5849, -18.9055], [-6.6053, 19.8685, -20.0991], [-5.4028, 20.3578, -20.6112], [-6.3490, 26.0209, -16.9841], [-6.1814, 26.2006, -15.3009], [-7.8398, 26.2473, -15.9992], [-8.4539, 24.0426, -17.1058], [-7.4928, 22.6258, -16.4840], [-5.6718, 22.8841, -17.9552], [-6.1515, 24.5311, -18.4039], [-8.0776, 23.7104, -19.5924], [-8.3294, 21.6931, -20.2871], [-8.7431, 21.7741, -18.5277], [-7.6850, 19.8662, -18.4176], [-6.2697, 20.7732, -18.1441], [-4.5553, 20.2601, -19.9327], [-5.5434, 21.3892, -20.9344], [-5.2352, 19.7960, -21.5301], [-9.4189, 24.0227, -12.9610], [-10.2595, 24.3073, -14.0748], [-10.4802, 25.7070, -14.1321], [-11.1718, 25.9402, -15.4451], [-12.3232, 25.1365, -15.5501], [-12.4827, 24.5079, -16.8892], [-11.6350, 23.1762, -17.1265], [-12.2666, 22.0247, -16.5668], [-11.3669, 20.9924, -16.4035], [-8.6156, 24.7420, -12.8017], [-9.0007, 23.0199, -13.0474], [-9.9935, 24.0537, -12.0352], [-9.5424, 26.2624, -14.1201], [-11.0140, 26.0658, -13.2520], [-10.4520, 25.7214, -16.2338], [-11.4114, 27.0018, -15.5070], [-12.0475, 24.3466, -14.9843], [-12.3298, 25.2829, -17.6403], [-13.5504, 24.2903, -16.9162], [-10.6138, 23.3087, -16.7692], [-11.5644, 23.0736, -18.2094], [-10.8143, 20.7647, -17.3150], [-11.8751, 20.1315, -15.9691], [-10.7110, 21.2438, -15.5700]],
  "forces_ev_per_angstrom": [[0.648, 0.586, 0.395], [-0.768, -1.037, -0.609], [-0.036, -0.855, -0.994], [0.296, 0.422, -0.055], [-0.161, 0.769, -0.271], [0.282, -0.007, 0.597], [0.008, 0.212, 1.287], [0.534, 0.675, 0.428], [-0.863, -0.929, 0.132], [0.202, 2.434, 0.781], [0.949, -1.609, -1.024], [-1.215, -1.179, 0.284], [1.621, -0.349, 0.897], [-0.396, 0.182, -0.531], [0.011, -0.143, -0.790], [-0.987, 0.463, 2.347], [-0.641, -0.381, -1.446], [-0.192, 0.074, -0.623], [-0.143, -0.295, -0.652], [0.244, -0.549, 0.106], [-0.245, 0.700, -0.101], [-0.013, 0.340, 0.182], [-0.196, -0.532, -0.350], [0.239, -0.420, -0.100], [0.221, 0.900, 0.245], [-1.475, -0.421, 0.189], [0.351, 0.875, -0.210], [-0.417, -0.280, -0.211], [0.753, -0.369, -0.145], [0.154, 0.147, 0.071], [0.005, 0.426, -0.265], [0.757, -0.650, -0.822], [0.507, 0.845, 0.286], [0.720, -0.661, 0.036], [-0.341, 0.277, -0.348], [-0.173, 0.077, 0.448], [1.189, 1.044, -0.164], [-0.685, 0.487, -0.417], [-1.550, 1.003, 2.215], [1.420, -2.393, -1.513], [0.785, -0.964, 0.489], [-2.279, 1.361, 0.778], [0.398, -1.110, -0.386], [0.728, 1.225, -0.265], [0.215, -0.401, -0.085], [-0.174, -0.122, 0.077], [0.158, -0.435, -0.160], [0.411, -0.431, -0.230], [-0.085, -0.179, 0.451], [-0.297, 0.329, -0.374], [0.074, 0.108, -0.093], [-0.283, 0.088, 0.719], [0.291, 0.094, -1.569], [0.668, 0.037, -0.319], [0.067, 0.311, 0.073], [-0.299, -0.061, 0.087], [0.225, 0.316, 0.851], [-0.185, -0.069, 0.246], [-0.611, 0.054, 0.351], [0.267, 0.141, -0.199], [-0.403, 1.526, 1.600], [0.465, -1.583, -2.534], [-1.159, -0.296, 1.198], [2.784, -1.432, -0.024], [-1.672, 2.289, 1.169], [0.807, 0.523, 0.300], [2.134, -0.826, -1.270], [-3.614, -0.234, 0.403], [-0.005, -0.572, 1.066], [0.060, -0.314, -0.017], [0.015, -0.361, 0.510], [-0.373, 0.564, -0.911], [0.089, -0.117, -0.254], [-0.323, 0.224, 0.727], [-1.266, 0.129, -0.529], [0.523, 0.218, 0.517], [-0.107, -0.319, -0.243], [-0.734, 0.438, 0.103], [-0.140, 0.745, -0.204], [0.589, 0.076, -0.624], [0.279, -0.473, 0.475], [0.644, 0.409, 0.250], [0.252, -0.756, -0.909], [0.538, -0.080, -0.252], [1.269, -0.667, -0.209], [-0.512, 0.706, 0.511], [2.047, -0.125, 0.252], [-2.412, 0.669, -0.785], [1.302, -1.788, 0.264], [1.894, -0.258, 0.497], [-1.927, -0.248, -1.277], [0.060, 0.328, 1.657], [-0.263, 0.222, -1.102], [-0.372, 0.313, -0.348], [-0.329, 0.005, 0.324], [-0.208, -0.244, -0.001], [-0.060, -0.100, -0.347], [-0.682, -0.079, -0.017], [-0.104, -0.015, 0.005], [0.222, 0.016, 0.228], [-0.358, 1.327, 0.104], [-0.398, -0.560, 0.171], [-0.493, 0.213, 0.006], [-0.131, -0.091, -0.002], [0.586, 0.257, -0.503], [0.047, -0.012, 0.119], [0.288, 0.370, 0.266], [0.363, -0.197, 0.061], [-0.380, -0.484, 0.385], [1.218, 0.309, 0.916], [0.207, -0.040, -0.338], [0.958, 1.520, 0.082], [-0.563, -1.675, -0.509], [-0.296, -0.653, 0.932], [-1.127, 1.601, -0.515], [-0.687, 1.453, -0.300], [0.360, -0.503, 1.291], [0.190, 0.090, -0.534], [-0.039, 0.093, -0.256], [-0.298, -0.054, 0.152], [0.366, -0.086, -0.104], [-0.532, -0.144, 0.078], [0.335, 0.018, -0.200], [-0.048, 0.248, -0.193], [-0.753, -0.403, 0.468], [0.437, -0.275, -0.244], [-0.006, -0.527, -0.428], [0.071, -0.043, 0.364], [0.119, -0.222, -0.269], [0.092, -0.221, -0.040], [-0.368, -0.217, -0.684], [0.841, 0.222, -0.199]],
  "total_energy_ev": -109142.308,
  "homo_energy_ev": -7.23,
  "homo_lumo_gap_ev": 7.80,
  "max_force_ha_per_bohr": 0.0709,
  "de_lowest_ev": 0.000
}